<P>
The following is a quantum chemistry calculation of an isolated ion of composition C6H13O2S and charge +1, from the OMol25 dataset.

Element x y z (Å)
C 3.820 -0.912 0.109
C 2.965 0.082 0.244
C -2.606 -1.570 -0.313
C -2.735 1.073 0.437
C 1.496 -0.120 0.491
C 0.640 0.646 -0.514
O -0.634 -0.031 -0.732
O 0.401 1.917 -0.055
S -1.594 -0.329 0.515
H 4.869 -0.738 -0.049
H 3.510 -1.944 0.161
H 3.288 1.112 0.201
H -2.888 -1.213 -1.299
H -3.487 -1.768 0.289
H -2.022 -2.480 -0.412
H -3.121 1.193 -0.570
H -2.194 1.968 0.737
H -3.547 0.900 1.138
H 1.264 -1.185 0.419
H 1.241 0.239 1.491
H 1.084 0.612 -1.517
H 0.251 2.547 -0.770

Charge: +1

---

<Q>
The following is a quantum chemistry calculation of an isolated ion of composition C6H13O2S and charge +1, from the OMol25 dataset.

Element x y z (Å)
C -2.162 -1.042 0.320
C -2.681 1.182 0.281
C -0.833 -1.272 -0.435
C 0.070 1.317 -0.985
C 3.032 0.431 0.281
C 2.053 -0.693 -0.005
O 0.021 0.388 1.459
O -2.837 -0.004 -0.248
S 0.376 0.048 0.113
H -2.817 -1.879 0.157
H -2.042 -1.165 1.451
H -2.222 1.423 1.256
H -3.235 1.862 -0.169
H -0.302 -2.121 -0.094
H -0.830 -1.216 -1.575
H 0.205 0.869 -1.979
H 0.397 2.167 -0.511
H 2.939 1.093 -0.585
H 2.543 1.086 1.097
H 4.162 0.153 0.395
H 2.014 -1.414 0.714
H 2.147 -1.211 -0.936

Charge: +1

---

According to the calculations, the structures order from most to least stable as <P>, <Q>.

---

<P>
The following is a quantum chemistry calculation of one molecule with the formula C5H5ClO2, from the OMol25 dataset.

Element x y z (Å)
C 0.548 0.332 0.779
C -0.880 -0.232 0.852
C -1.781 0.451 -0.172
C 1.535 0.050 -0.073
C 1.255 -0.813 -1.263
H -1.215 0.024 1.846
H -0.917 -1.309 0.736
H -2.031 1.499 0.009
H 2.533 0.563 0.018
H 0.165 -0.877 -1.506
O -2.189 -0.126 -1.147
O 2.168 -1.227 -1.956
Cl 0.808 1.663 1.876

Charge: 0
SMILES string: O=C/C=C(/Cl)CC=O

---

<Q>
The following is a quantum chemistry calculation of one molecule with the formula C5H5ClO2, from the OMol25 dataset.

Element x y z (Å)
C -0.706 -1.154 0.211
C -0.583 0.195 0.120
C 0.842 0.401 0.022
C 1.415 -0.811 0.031
C -1.589 1.355 0.087
O 0.482 -1.751 0.215
O 2.687 -1.227 -0.136
Cl 1.699 1.882 -0.348
H -1.679 -1.811 0.241
H -1.101 2.068 0.746
H -1.589 1.899 -0.863
H -2.607 0.961 0.289
H 2.729 -2.007 -0.617

Charge: 0
SMILES string: Cc1coc(O)c1Cl

---

<R>
The following is a quantum chemistry calculation of one molecule with the formula C5H5ClO2, from the OMol25 dataset.

Element x y z (Å)
C 1.068 1.790 0.004
C 0.436 0.451 -0.043
C -1.333 -0.865 0.018
C -0.264 -1.725 0.022
C 0.869 -0.838 0.008
H 2.150 1.668 0.105
H 0.817 2.390 -0.913
H 0.739 2.381 0.872
H -3.157 -0.346 -0.025
H -0.279 -2.819 0.111
O -0.950 0.405 -0.057
O -2.643 -1.157 -0.055
Cl 2.547 -1.336 -0.046

Charge: 0
SMILES string: Cc1oc(O)cc1Cl

---

According to the calculations, the structures order from most to least stable as <R>, <Q>, <P>.

---

<P>
The following is a quantum chemistry calculation of a 2-piece molecular cluster, C3H3N2P overall, from the OMol25 dataset.

Element x y z (Å)
C -1.671 -0.386 -0.059
C 0.811 -1.989 1.194
C 0.477 1.210 -0.747
N -2.612 -0.471 0.575
N 1.492 -2.429 2.005
P -0.292 -0.406 -1.237
H -0.235 1.971 -0.323
H 0.929 1.552 -1.637
H 1.101 0.948 0.229

Charge: 0

---

<Q>
The following is a quantum chemistry calculation of a 2-piece molecular cluster, C3H3N2P overall, from the OMol25 dataset.

Element x y z (Å)
C 0.652 -1.595 0.185
C 2.139 1.458 -0.127
C -1.493 0.135 -0.189
N 1.017 -2.253 1.037
N 2.812 2.379 -0.037
P 0.049 -0.581 -1.146
H -2.208 -0.748 -0.255
H -1.875 1.114 -0.396
H -1.092 0.091 0.928

Charge: 0

---

According to the calculations, the structures order from most to least stable as <P>, <Q>.

---

<P>
The following is a quantum chemistry calculation of one molecule with the formula C9H13N3O2, from the OMol25 dataset.

Element x y z (Å)
C -0.466 -0.844 0.053
C -0.819 -0.444 1.342
C -0.998 -2.084 -0.164
C 0.076 0.808 -1.856
C -0.349 0.886 1.811
C 0.037 1.694 0.545
C 0.679 0.796 -0.503
C -0.977 -3.012 -1.319
C 0.923 2.887 0.902
N -1.531 -1.389 1.926
N -1.627 -2.370 1.011
N 2.036 0.495 -0.353
O 0.803 0.215 -2.835
O -1.011 1.261 -2.102
H -1.118 1.410 2.378
H 0.519 0.764 2.468
H -0.887 2.060 0.087
H -0.850 -2.450 -2.241
H -0.156 -3.725 -1.231
H -1.911 -3.569 -1.371
H 0.392 3.542 1.589
H 1.175 3.454 0.009
H 1.846 2.569 1.381
H -2.172 -3.190 1.226
H 1.726 0.103 -2.574
H 2.340 -0.363 -0.796
H 2.321 0.497 0.617

Charge: 0

---

<Q>
The following is a quantum chemistry calculation of one molecule with the formula C9H13N3O2, from the OMol25 dataset.

Element x y z (Å)
C 3.583 0.166 0.642
C 1.596 -0.079 -0.613
C 0.800 0.868 -1.148
C -0.499 1.004 -0.816
C -1.096 0.223 0.070
C -2.883 1.453 0.653
C -0.245 -0.813 0.695
C 1.008 -1.104 0.095
C 1.440 -3.313 -0.856
H 3.086 -0.486 1.520
H 3.630 1.241 0.765
H 4.628 -0.139 0.506
H 1.254 1.459 -1.978
H -0.953 1.958 -1.191
H -2.668 -0.471 1.283
H -4.482 2.426 -0.202
H -3.528 1.610 -1.390
H -2.743 3.087 1.724
H -0.455 -1.521 1.422
H 1.756 -4.228 -0.460
H 2.272 -3.033 -1.529
H 0.484 -3.235 -1.447
N -2.385 0.142 0.481
N -3.607 1.923 -0.449
N -2.622 2.098 1.728
O 2.940 0.078 -0.670
O 1.535 -2.358 0.210

Charge: 0
SMILES string: [H]/N=C(\N)Nc1ccc(OC)c(OC)c1

---

According to the calculations, the structures order from most to least stable as <P>, <Q>.